{
  "formula": "C4H21N2O6",
  "method": "ωB97M-V/def2-TZVPD",
  "relative_energy_kj_mol": 10.4,
  "total_charge": 1,
  "lumo_energy_ev": -2.700,
  "orbital_gap_ha": 0.390,
  "species": ["N", "C", "C", "N", "C", "C", "O", "H", "H", "H", "H", "H", "H", "H", "H", "H", "H", "H", "H", "H", "O", "H", "H", "O", "H", "H", "O", "H", "H", "O", "H", "H", "O"],
  "positions_angstrom": [[-0.8851, -1.2221, 0.6267], [0.1247, -0.3641, 1.2540], [1.0286, 0.2482, 0.2151], [1.9566, 1.1281, 0.6361], [2.4659, 1.1556, 1.9889], [2.7700, 1.7958, -0.3702], [0.7308, 0.0801, -0.9619], [-0.4220, -2.0785, 0.3165], [-1.3081, -0.6859, -0.1198], [-1.6175, -1.4535, 1.3055], [0.6126, -0.7956, 2.1232], [-0.3792, 0.4237, 1.8292], [3.3509, 0.5280, 2.1255], [2.6973, 2.1742, 2.2965], [1.7818, 0.7938, 2.7517], [2.1642, 1.8814, -1.2735], [2.8520, 2.8523, -0.1100], [3.6939, 1.2789, -0.5768], [-2.9261, -1.1270, -2.1727], [-2.5055, -2.5668, -2.3082], [-2.5123, -1.8424, -1.6720], [-2.9792, 2.3238, -1.2541], [-1.6923, 1.5907, -1.0073], [-2.4466, 1.9636, -0.5323], [-0.8607, -1.0344, -3.6768], [-0.0999, -0.0725, -2.7798], [-0.8849, -0.1340, -3.3405], [1.8478, -3.3688, 0.2699], [1.8984, -2.2443, -0.7863], [1.3391, -2.6404, -0.1089], [-3.9956, 0.2278, 1.8321], [-2.7670, 1.0518, 1.6668], [-3.0327, 0.1325, 1.8136]],
  "mulliken_charge": [0.021, -1.356, 0.800, 0.148, -0.982, -1.039, -0.659, 0.374, 0.241, 0.338, 0.545, 0.564, 0.337, 0.320, 0.364, 0.288, 0.395, 0.329, 0.310, 0.291, -0.627, 0.310, 0.286, -0.576, 0.298, 0.365, -0.617, 0.289, 0.263, -0.579, 0.301, 0.272, -0.613]
}

---

{
  "formula": "C7H10N2O2S",
  "method": "ωB97M-V/def2-TZVPD",
  "smiles": "CCOC(=O)Cc1cnc(N)s1",
  "relative_energy_kj_mol": 0.0,
  "lumo_energy_ev": 0.664,
  "orbital_gap_ha": 0.322,
  "species": ["C", "C", "H", "H", "O", "C", "O", "C", "C", "C", "N", "C", "N", "H", "H", "S", "H", "H", "H", "H", "H", "H"],
  "positions_angstrom": [[-4.5506, -0.3555, 0.4727], [-3.1698, -0.8432, 0.8860], [-2.8203, -0.2912, 1.7646], [-3.1750, -1.9146, 1.0961], [-2.2197, -0.6788, -0.1698], [-1.6506, 0.5204, -0.2963], [-1.8861, 1.4671, 0.4040], [-0.6163, 0.4994, -1.4127], [0.6661, 0.0126, -0.8275], [1.1668, -1.2474, -0.8065], [2.3483, -1.4181, -0.1588], [2.7755, -0.3150, 0.3462], [3.8892, -0.1928, 1.1096], [4.2886, 0.7248, 1.2095], [4.5331, -0.9659, 1.0663], [1.7343, 1.0816, 0.0504], [0.7074, -2.1007, -1.2714], [-0.5016, 1.5103, -1.8049], [-0.9440, -0.1843, -2.1957], [-4.8780, -0.8701, -0.4276], [-4.5237, 0.7141, 0.2797], [-5.2597, -0.5511, 1.2719]],
  "mulliken_charge": [-1.103, -0.259, 0.326, 0.309, -0.304, 0.702, -0.581, -0.809, 0.518, -0.646, -0.618, 0.518, -0.428, 0.235, 0.261, -0.183, 0.419, 0.362, 0.304, 0.296, 0.313, 0.369]
}

---

{
  "formula": "C55H69Br2N5O14",
  "method": "ωB97M-V/def2-TZVPD",
  "smiles": "CCCCCCCCCCCCCCC[C@]1(/C(Br)=C(/C)Br)OC(=O)O[C@]1(C)CCCO.O=[N+]([O-])c1ccccc1.O=[N+]([O-])c1ccccc1.O=[N+]([O-])c1ccccc1.O=[N+]([O-])c1ccccc1.O=[N+]([O-])c1ccccc1",
  "lumo_energy_ev": -0.619,
  "orbital_gap_ha": 0.317,
  "species": ["C", "C", "C", "C", "C", "C", "C", "C", "C", "C", "C", "C", "C", "C", "C", "C", "C", "Br", "C", "C", "Br", "O", "C", "O", "O", "C", "C", "C", "C", "C", "O", "H", "H", "H", "H", "H", "H", "H", "H", "H", "H", "H", "H", "H", "H", "H", "H", "H", "H", "H", "H", "H", "H", "H", "H", "H", "H", "H", "H", "H", "H", "H", "H", "H", "H", "H", "H", "H", "H", "H", "H", "H", "H", "H", "H", "C", "C", "C", "C", "C", "C", "N", "O", "O", "H", "H", "H", "H", "H", "C", "C", "C", "C", "C", "C", "N", "O", "O", "H", "H", "H", "H", "H", "C", "C", "C", "C", "C", "C", "N", "O", "O", "H", "H", "H", "H", "H", "C", "C", "C", "C", "C", "C", "N", "O", "O", "H", "H", "H", "H", "H", "C", "C", "C", "C", "C", "C", "N", "O", "O", "H", "H", "H", "H", "H"],
  "positions_angstrom": [[-2.1425, -2.7562, -5.2994], [-3.5241, -2.1113, -5.4195], [-3.5067, -0.6131, -5.0420], [-4.1418, -0.2816, -3.6774], [-3.1119, 0.0440, -2.5739], [-3.0426, 1.5324, -2.2314], [-1.9460, 1.8697, -1.2134], [-2.4678, 2.1004, 0.2028], [-1.3651, 2.5017, 1.1815], [-0.5586, 1.3183, 1.7225], [0.5554, 1.7854, 2.6447], [1.3642, 0.6496, 3.2887], [2.8005, 1.0654, 3.6520], [3.9104, 0.4690, 2.7762], [3.6707, 0.3903, 1.2673], [3.9599, 1.6624, 0.4433], [5.1248, 2.4516, 1.0018], [6.8002, 1.6072, 0.6856], [5.1695, 3.5596, 1.7535], [6.4200, 4.1860, 2.3002], [3.5913, 4.4917, 2.2316], [2.7465, 2.4337, 0.4172], [2.1502, 2.3561, -0.7855], [1.2359, 3.0404, -1.1195], [2.7161, 1.3713, -1.5019], [4.1396, 1.3585, -1.0985], [4.7565, 2.5470, -1.8433], [4.6492, -0.0153, -1.5206], [5.2258, -0.1256, -2.9293], [4.1790, -0.0226, -4.0437], [3.0152, -0.7809, -3.7578], [-1.7235, -2.5625, -4.3109], [-2.1974, -3.8354, -5.4513], [-1.4681, -2.3509, -6.0553], [-3.8792, -2.2105, -6.4457], [-4.2146, -2.6504, -4.7699], [-2.4744, -0.2584, -5.0592], [-4.0522, -0.0660, -5.8125], [-4.7725, 0.6017, -3.7979], [-4.7726, -1.1045, -3.3436], [-2.1125, -0.2568, -2.8988], [-3.3221, -0.5153, -1.6578], [-2.8341, 2.0748, -3.1583], [-4.0150, 1.8677, -1.8603], [-1.1969, 1.0716, -1.1962], [-1.4074, 2.7670, -1.5235], [-3.1933, 2.9199, 0.1519], [-3.0133, 1.2225, 0.5652], [-1.7519, 3.0954, 2.0138], [-0.6661, 3.1527, 0.6439], [-1.2494, 0.6913, 2.2985], [-0.1787, 0.7293, 0.8837], [1.2132, 2.4862, 2.1269], [0.0958, 2.3663, 3.4513], [1.3442, -0.2422, 2.6579], [0.8616, 0.3735, 4.2188], [2.8493, 2.1549, 3.6793], [2.9996, 0.7404, 4.6758], [4.0796, -0.5532, 3.1254], [4.8444, 0.9982, 2.9770], [4.2841, -0.4219, 0.8838], [2.6377, 0.1270, 1.0389], [6.9969, 4.6307, 1.4885], [6.1561, 4.9774, 2.9959], [7.0197, 3.4486, 2.8311], [5.8305, 2.4421, -1.9622], [4.5726, 3.4721, -1.2933], [4.2724, 2.6314, -2.8120], [5.3894, -0.3909, -0.8171], [3.8037, -0.7012, -1.4694], [5.6865, -1.1137, -3.0049], [6.0297, 0.5910, -3.1085], [3.9235, 1.0165, -4.2651], [4.6036, -0.4416, -4.9579], [2.3866, -0.2152, -3.2983], [2.7196, 7.9305, 7.9304], [2.5976, 8.3574, 6.6139], [2.1523, 7.4819, 5.6368], [1.8360, 6.1874, 6.0054], [1.9564, 5.7370, 7.3063], [2.4020, 6.6231, 8.2746], [1.3411, 5.2578, 4.9777], [1.2623, 5.6671, 3.8368], [1.0404, 4.1374, 5.3292], [3.0639, 8.6196, 8.6901], [2.8471, 9.3749, 6.3469], [2.0506, 7.7979, 4.6096], [1.7058, 4.7193, 7.5681], [2.4990, 6.2898, 9.2988], [-2.7705, 6.7808, 10.6286], [-2.7998, 5.7233, 11.5280], [-2.0470, 4.5853, 11.2886], [-1.2736, 4.5319, 10.1441], [-1.2330, 5.5697, 9.2320], [-1.9906, 6.7024, 9.4824], [-0.4598, 3.3283, 9.8986], [-0.5346, 2.4254, 10.7032], [0.2404, 3.3116, 8.9060], [-3.3581, 7.6684, 10.8211], [-3.4091, 5.7840, 12.4189], [-2.0595, 3.7549, 11.9779], [-0.6259, 5.5056, 8.3417], [-1.9705, 7.5244, 8.7803], [-3.2032, 1.1673, 4.5391], [-2.9777, 0.5638, 5.7691], [-4.0402, 0.0541, 6.4978], [-5.3140, 0.1605, 5.9715], [-5.5623, 0.7592, 4.7506], [-4.4920, 1.2673, 4.0323], [-6.4469, -0.3894, 6.7367], [-6.2072, -0.8909, 7.8150], [-7.5521, -0.3074, 6.2431], [-2.3713, 1.5640, 3.9720], [-1.9728, 0.4889, 6.1613], [-3.8834, -0.4170, 7.4561], [-6.5704, 0.8265, 4.3709], [-4.6630, 1.7394, 3.0743], [1.0516, -7.0411, -8.6222], [0.2402, -6.2793, -9.4535], [-1.0624, -5.9918, -9.0801], [-1.5253, -6.4770, -7.8713], [-0.7364, -7.2355, -7.0267], [0.5649, -7.5165, -7.4117], [-2.9080, -6.1693, -7.4674], [-3.5873, -5.5190, -8.2348], [-3.2849, -6.5806, -6.3903], [2.0670, -7.2678, -8.9188], [0.6209, -5.9092, -10.3954], [-1.7075, -5.4040, -9.7151], [-1.1310, -7.6054, -6.0928], [1.1949, -8.1191, -6.7727], [-2.4107, -10.9713, -11.6204], [-1.0236, -10.9975, -11.6837], [-0.2725, -10.8989, -10.5239], [-0.9349, -10.7783, -9.3171], [-2.3139, -10.7466, -9.2291], [-3.0538, -10.8434, -10.3963], [-0.1453, -10.6771, -8.0797], [1.0647, -10.6673, -8.1805], [-0.7491, -10.5864, -7.0318], [-2.9929, -11.0508, -12.5286], [-0.5247, -11.0954, -12.6378], [0.8063, -10.9149, -10.5554], [-2.7979, -10.6454, -8.2695], [-4.1334, -10.8191, -10.3488]],
  "mulliken_charge": [-1.101, -0.427, -0.800, -0.911, -0.421, -0.878, -0.207, -0.972, -0.837, -1.209, 0.400, -1.370, -0.631, -1.159, -1.560, 2.383, -1.944, -0.044, 1.111, -1.579, -0.118, -0.327, 0.188, -0.554, -0.277, 2.092, -2.171, -1.552, -1.054, -0.581, -0.578, 0.296, 0.230, 0.348, 0.312, 0.293, 0.424, 0.416, 0.438, 0.459, 0.222, 0.308, 0.335, 0.369, 0.141, 0.286, 0.324, 0.342, 0.521, 0.427, 0.468, 0.577, -0.088, 0.416, 0.673, 0.409, 0.050, 0.553, 0.399, 0.402, 0.532, 0.635, 0.319, 0.437, 0.416, 0.495, 0.398, 0.505, 0.588, 0.538, 0.520, 0.383, 0.190, 0.486, 0.320, -0.524, -0.480, -0.419, 0.081, -0.411, -0.423, 1.165, -0.651, -0.589, 0.403, 0.395, 0.479, 0.543, 0.424, -0.415, -0.439, -0.434, -0.115, -0.050, -0.589, 1.068, -0.608, -0.612, 0.384, 0.381, 0.474, 0.553, 0.403, -0.066, -0.584, -0.388, -0.041, -0.347, -0.589, 1.013, -0.612, -0.610, 0.342, 0.464, 0.477, 0.464, 0.459, -0.477, -0.460, -0.399, 0.019, -0.242, -0.558, 1.114, -0.631, -0.606, 0.416, 0.411, 0.486, 0.505, 0.409, -0.410, -0.483, -0.397, 0.181, -0.299, -0.547, 1.098, -0.611, -0.610, 0.387, 0.379, 0.459, 0.477, 0.388]
}

---

{
  "formula": "C3H11N3",
  "method": "ωB97M-V/def2-TZVPD",
  "smiles": "NCCNCN",
  "relative_energy_kj_mol": 130.0,
  "lumo_energy_ev": 1.066,
  "orbital_gap_ha": 0.350,
  "species": ["C", "N", "C", "N", "C", "N", "H", "H", "H", "H", "H", "H", "H", "H", "H", "H", "H"],
  "positions_angstrom": [[-0.2749, -0.1249, 0.8357], [0.8751, -0.0245, -0.0110], [1.3938, -1.2391, -0.5526], [0.5661, -1.8701, -1.6349], [-1.3047, 0.9936, 0.6439], [-0.8734, 2.3260, 0.8877], [-0.0670, -0.2023, 1.9190], [-0.7891, -1.1070, 0.7872], [0.8003, 0.6644, -0.7377], [1.5553, -1.9555, 0.2199], [2.3305, -1.0517, -1.0814], [-0.4025, -1.6243, -1.4610], [0.8514, -1.4902, -2.5266], [-1.5733, 0.8789, -0.3804], [-2.2467, 0.5944, 1.0359], [-0.1823, 2.6326, 0.2258], [-0.6586, 2.5998, 1.8305]],
  "mulliken_charge": [-0.421, -0.290, -0.650, -0.581, -0.845, -0.450, 0.284, 0.339, 0.240, 0.355, 0.361, 0.254, 0.245, 0.391, 0.328, 0.211, 0.231]
}

---

{
  "formula": "FNa3",
  "method": "ωB97M-V/def2-TZVPD",
  "total_charge": 3,
  "multiplicity": 2,
  "s2": 0.7518,
  "lumo_energy_ev": [-13.842, -21.832],
  "orbital_gap_ha": [0.744, 0.413],
  "species": ["Na", "Na", "Na", "F"],
  "positions_angstrom": [[4.4349, -10.7488, 5.8487], [2.3275, -10.2853, 2.2081], [3.8866, -13.4971, 2.4927], [3.6116, -11.5986, 3.8776]],
  "mulliken_spin": [0.000, -0.001, 0.000, 1.001]
}

---

{
  "formula": "As3F19Mn2",
  "method": "ωB97M-V/def2-TZVPD",
  "relative_energy_kj_mol": 0.0,
  "multiplicity": 11,
  "s2": 30.0046,
  "lumo_energy_ev": [-4.638, -4.692],
  "orbital_gap_ha": [0.332, 0.330],
  "species": ["Mn", "Mn", "As", "F", "F", "F", "F", "F", "F", "As", "F", "F", "F", "F", "F", "F", "As", "F", "F", "F", "F", "F", "F", "F"],
  "positions_angstrom": [[-1.5848, -0.7006, -1.7078], [1.7281, -0.5129, 0.4143], [0.4416, -3.9054, 1.0311], [-0.9913, -3.0086, 1.3657], [1.3050, -2.2883, 1.1357], [1.9442, -4.6369, 0.6523], [-0.3777, -5.4042, 0.9271], [0.2387, -3.5418, -0.6654], [0.6877, -4.2024, 2.6923], [-3.8390, 1.7309, -0.1753], [-2.7774, 0.2207, -0.5150], [-4.0454, 1.6550, -1.9225], [-4.8259, 3.1128, -0.1044], [-3.5283, 1.6176, 1.4932], [-2.4300, 2.6593, -0.4791], [-5.1293, 0.6387, 0.0794], [3.3758, 2.4927, -0.6001], [4.2033, 1.0222, -1.0288], [4.7576, 3.4315, -0.9274], [2.4151, 3.8299, -0.1272], [1.9900, 1.4131, -0.0683], [3.8755, 2.3133, 1.0536], [2.6935, 2.5524, -2.1697], [-0.1270, -0.4891, -0.3537]],
  "mulliken_spin": [4.897, 4.930, 0.002, 0.001, 0.018, 0.000, 0.000, 0.001, 0.000, 0.002, 0.058, 0.001, 0.000, 0.001, 0.001, 0.001, -0.001, 0.002, 0.000, 0.000, 0.019, 0.001, 0.000, 0.066]
}